*P*
C5H3NO | ωB97M-V/def2-TZVPD

Computed properties:
E_HOMO	-10.794	eV
gap between HOMO and LUMO	10.09	eV
SMILES string	C#CCC(=O)C#N

The geometry in ORCA input format:
```
! RIJCOSX wB97M-V def2-TZVPD def2/J DEFGRID3
* xyz 0 1
C -1.9561 -0.4736 -1.3378
C -0.8555 -0.0908 -1.0186
C 0.4596 0.4381 -0.6056
C 1.0349 0.0827 0.7365
O 2.2453 0.0473 0.7727
C 0.2796 -0.2693 1.9360
N -0.2385 -0.5690 2.9247
H -2.9176 -0.8466 -1.6464
H 1.4575 0.1573 -1.0219
H 0.4907 1.5240 -0.7395
*
```

---

*Q*
C5H3NO | ωB97M-V/def2-TZVPD

Computed properties:
E_HOMO	-10.755	eV
gap between HOMO and LUMO	10.22	eV
SMILES string	C#CCC(=O)C#N

The geometry in ORCA input format:
```
! RIJCOSX wB97M-V def2-TZVPD def2/J DEFGRID3
* xyz 0 1
C -1.5745 -0.6852 -1.4874
C -1.0172 0.0138 -0.6828
C -0.3229 0.8304 0.3146
C 0.7069 0.0125 1.0767
O 0.7018 -0.1442 2.2687
C 1.7749 -0.5927 0.2420
N 2.6257 -1.0366 -0.4027
H -2.0708 -1.3045 -2.2033
H 0.1947 1.6645 -0.1774
H -1.0184 1.2419 1.0515
*
```

---

Stability summary - winner: *Q*; margin: 0.637 eV.

---

*P*
C5H3NO | ωB97M-V/def2-TZVPD

Computed properties:
E_HOMO	-9.968	eV
gap between HOMO and LUMO	8.10	eV

The geometry in ORCA input format:
```
! RIJCOSX wB97M-V def2-TZVPD def2/J DEFGRID3
* xyz 0 1
N 2.9805 -0.8016 -0.1117
C 2.0187 -0.1440 -0.0321
C 0.8158 0.5144 -0.0729
C -0.0574 1.3617 0.4451
O -1.1886 1.6774 0.7065
C -1.8568 -0.8463 -0.2576
C -0.8088 -1.4260 -0.4177
H 0.8705 2.0928 0.4615
H -2.7967 -0.3527 -0.1333
H 0.0229 -2.0758 -0.5880
*
```

---

*Q*
C5H3NO | ωB97M-V/def2-TZVPD

Computed properties:
E_HOMO	-10.752	eV
gap between HOMO and LUMO	10.20	eV
SMILES string	C#CCC(=O)C#N

The geometry in ORCA input format:
```
! RIJCOSX wB97M-V def2-TZVPD def2/J DEFGRID3
* xyz 0 1
C -0.9067 0.3237 -2.0456
C -0.2279 0.5647 -1.0783
C 0.4896 0.8087 0.1747
C -0.0751 -0.1723 1.1839
O -0.8917 0.1020 2.0216
C 0.4003 -1.5612 1.0505
N 0.8124 -2.6369 0.9702
H -1.5058 0.0864 -2.8962
H 1.5681 0.6636 0.0577
H 0.3369 1.8214 0.5615
*
```

---

Stability summary - winner: *Q*; margin: 3.706 eV.

---

*P*
C3H6O | ωB97M-V/def2-TZVPD

Computed properties:
E_HOMO	-9.546	eV
gap between HOMO and LUMO	10.46	eV
SMILES string	C=CCO

The geometry in ORCA input format:
```
! RIJCOSX wB97M-V def2-TZVPD def2/J DEFGRID3
* xyz 0 1
C -1.3788 -0.6836 -0.0441
C -0.6767 0.4477 -0.0723
C 0.8106 0.4975 -0.0096
O 1.3032 -0.8220 -0.0990
H -2.4586 -0.5707 -0.0257
H -0.8837 -1.6614 0.1182
H -1.2104 1.4233 -0.1029
H 1.0565 0.9138 0.9722
H 1.1941 1.1672 -0.8036
H 2.2438 -0.7118 0.0668
*
```

---

*Q*
C3H6O | ωB97M-V/def2-TZVPD

Computed properties:
E_HOMO	-9.727	eV
gap between HOMO and LUMO	10.55	eV
SMILES string	C=C=O.C

The geometry in ORCA input format:
```
! RIJCOSX wB97M-V def2-TZVPD def2/J DEFGRID3
* xyz 0 1
C 1.2497 -0.8699 -0.1445
C 1.3715 0.4058 0.1142
O 1.6968 1.5165 0.2463
H 0.6039 -1.5916 0.3521
H 2.3600 -0.7928 0.1274
C -1.4613 0.2697 -0.1302
H -1.0004 1.0931 0.4282
H -1.9906 -0.4001 0.5548
H -2.1307 0.6600 -0.8917
H -0.6988 -0.2908 -0.6566
*
```

---

Stability summary - winner: *P*; margin: 1.166 eV.

---

*P*
C3H6O | ωB97M-V/def2-TZVPD

Computed properties:
E_HOMO	-10.252	eV
gap between HOMO and LUMO	11.42	eV
SMILES string	C[C@H]1CO1

The geometry in ORCA input format:
```
! RIJCOSX wB97M-V def2-TZVPD def2/J DEFGRID3
* xyz 0 1
C -1.2745 0.0752 -0.2116
C 0.1264 0.1916 0.4246
C 1.3597 -0.4391 -0.0724
O 1.1782 0.9508 -0.2926
H -1.3267 -0.4516 -1.1339
H -1.4312 1.2382 -0.3718
H -2.1130 -0.3483 0.5536
H 0.0874 0.5797 1.4799
H 1.2944 -1.1082 -1.0075
H 2.0992 -0.6883 0.6317
*
```

---

*Q*
C3H6O | ωB97M-V/def2-TZVPD

Computed properties:
E_HOMO	-9.912	eV
gap between HOMO and LUMO	10.64	eV
SMILES string	C=C.C=O

The geometry in ORCA input format:
```
! RIJCOSX wB97M-V def2-TZVPD def2/J DEFGRID3
* xyz 0 1
C -1.4453 -1.6380 -0.1266
C -0.5571 -0.7245 0.2469
H -1.7607 -2.3921 0.5966
H -1.5643 -1.8552 -1.1911
H -0.0183 -0.1167 -0.4616
H -0.4560 -0.3598 1.2634
C 1.4133 1.7644 -0.0610
O 0.5379 2.0298 -0.8266
H 1.5118 0.9226 0.6459
H 2.3385 2.3695 -0.0858
*
```

---

*R*
C3H6O | ωB97M-V/def2-TZVPD

Computed properties:
E_HOMO	-9.783	eV
gap between HOMO and LUMO	10.89	eV
SMILES string	CCC=O

The geometry in ORCA input format:
```
! RIJCOSX wB97M-V def2-TZVPD def2/J DEFGRID3
* xyz 0 1
C -1.0833 0.3102 0.1389
C 0.0869 -0.6488 -0.0936
C 1.4501 0.1892 -0.1055
O 1.2938 1.3692 0.0611
H -1.0925 0.8219 1.1146
H -1.8493 -0.4676 0.1017
H -1.2494 1.0598 -0.6513
H 0.0087 -1.4078 0.7138
H -0.1487 -1.1735 -1.0439
H 2.5486 -0.0847 -0.2379
*
```

---

*S*
C3H6O | ωB97M-V/def2-TZVPD

Computed properties:
E_HOMO (spin up / spin down)	-7.427 / -8.139	eV
gap between HOMO and LUMO (spin up / spin down)	7.82 / 8.89	eV

The geometry in ORCA input format:
```
! RIJCOSX wB97M-V def2-TZVPD def2/J DEFGRID3
* xyz 0 1
C 1.2004 -0.5841 0.0075
C 0.3917 0.5846 -0.3235
C -0.9325 0.3940 0.3720
O -1.8422 -0.4756 -0.1260
H 1.1026 -1.5828 -0.2570
H 1.4899 -0.4625 1.1448
H 0.7719 1.4193 0.2390
H 0.4630 0.6339 -1.3852
H -0.7246 0.4797 1.4302
H -1.9201 -0.4064 -1.1017
*
```

---

Stability summary - winner: *R*; margin: 0.952 eV.